Entry from the OMol25 dataset: 2 unconnected molecules or ions with the total composition C2H3IN2O (ωB97M-V/def2-TZVPD).

## Properties
energy: -560.39196 hartree
HOMO level: -10.11 eV
LUMO: 0.42 eV
frontier orbital gap: 10.5 eV
ΔE to the lowest compared entry with this formula, charge and spin: 153.8 kJ/mol
SMILES: c1nnco1.I
net charge: 0

Element x y z (Å)
1 C -0.309 -0.588 -0.450
2 N 0.930 -1.107 -0.507
3 N 1.549 -0.645 0.654
4 C 0.753 0.172 1.177
5 O -0.439 0.296 0.475
6 H -1.002 -0.871 -1.271
7 H 0.882 0.751 2.075
8 I 2.434 3.316 0.461
9 H 1.681 2.127 1.260

Cartesian forces (eV/Å) of the 6 atoms listed first:
3.355 -2.470 -3.610
-2.432 0.013 0.901
0.709 -0.409 -1.136
-1.178 0.730 0.489
-0.515 0.903 2.287
0.090 0.874 1.177